w) ORCA calculation (ωB97M-V/def2-TZVPD) on a 2-piece molecular cluster, C3H10NO overall.

## Properties
HOMO-LUMO gap, eV: 11.348
HOMO level, eV: -14.64

The geometry in ORCA input format:
```
! wB97M-V def2-TZVPD RIJCOSX def2/J DEFGRID3
* xyz 1 1
O 0.19 3.09 1.52
N 0.75 0.83 -0.21
C -0.89 -2.59 -0.71
C -0.01 -1.37 -0.80
C 0.12 -0.48 0.18
H 1.04 1.35 0.62
H -0.68 3.36 1.86
H -0.43 -3.43 -0.18
H 0.49 -1.17 -1.74
H 0.73 3.87 1.76
H -0.99 -2.97 -1.73
H -0.09 -0.49 1.23
H 1.52 0.82 -0.87
H -1.85 -2.33 -0.30
H 0.10 1.51 -0.63
*
```

x) ORCA calculation (ωB97M-V/def2-TZVPD) on an isolated ion of composition C3H10NO and charge +1.

## Properties
SMILES: [NH3+]CCCO
HOMO-LUMO gap, eV: 9.730
HOMO level, eV: -13.83

The geometry in ORCA input format:
```
! wB97M-V def2-TZVPD RIJCOSX def2/J DEFGRID3
* xyz 1 1
O -0.03 -2.48 -1.10
N 0.08 2.01 -0.32
C 0.47 -1.62 -0.06
C 0.23 0.89 0.74
C -0.43 -0.37 0.30
H 1.42 -1.44 -0.33
H -0.92 -2.36 -1.23
H -0.60 2.80 0.08
H -1.28 -0.83 0.90
H -0.25 1.22 1.69
H -0.34 1.62 -1.17
H 1.33 0.66 0.95
H 0.84 2.47 -0.63
H -1.04 -0.21 -0.68
H 0.53 -2.35 0.86
*
```

Relative stability in eV, measured from the most stable structure: w) 0.000; x) 1.440

w) ORCA calculation (ωB97M-V/def2-TZVPD) on a 2-piece molecular cluster, C3H10NO overall.

## Properties
HOMO-LUMO gap, eV: 10.477
HOMO level, eV: -14.19

The geometry in ORCA input format:
```
! wB97M-V def2-TZVPD RIJCOSX def2/J DEFGRID3
* xyz 1 1
O -3.40 -0.05 -0.53
N -0.67 0.22 -0.89
C 2.54 -0.30 1.21
C 0.55 0.50 -0.15
C 1.21 -0.53 0.46
H -0.50 -0.15 -1.88
H -3.66 0.53 -1.18
H 0.88 -1.61 0.28
H 2.33 0.33 2.24
H -3.97 -0.57 -0.13
H 1.04 1.58 -0.03
H -1.28 1.16 -1.11
H 3.10 0.52 0.59
H -1.23 -0.51 -0.37
H 3.08 -1.12 1.51
*
```

x) ORCA calculation (ωB97M-V/def2-TZVPD) on a 2-piece molecular cluster, C3H10NO overall.

## Properties
HOMO-LUMO gap, eV: 9.377
HOMO level, eV: -13.23

The geometry in ORCA input format:
```
! wB97M-V def2-TZVPD RIJCOSX def2/J DEFGRID3
* xyz 1 1
O -0.64 1.86 -0.42
N -0.03 -1.37 -1.73
C -0.27 0.01 0.98
C 0.18 1.04 0.27
C 0.66 -0.97 1.63
H 1.64 -0.94 1.16
H -0.09 -2.36 -1.47
H 0.27 -1.99 1.52
H -0.12 -0.77 -0.85
H 1.25 1.24 0.18
H -0.80 -1.12 -2.36
H -1.34 -0.12 1.05
H -0.21 2.70 -0.62
H 0.80 -0.79 2.69
H 0.86 -1.17 -2.18
*
```

Relative stability in eV, measured from the most stable structure: w) 1.540; x) 0.000

w) ORCA calculation (ωB97M-V/def2-TZVPD) on a 2-piece molecular cluster, C3H10NO overall.

## Properties
HOMO-LUMO gap, eV: 11.143
HOMO level, eV: -14.64

The geometry in ORCA input format:
```
! wB97M-V def2-TZVPD RIJCOSX def2/J DEFGRID3
* xyz 1 1
O -1.35 0.96 0.82
N 1.00 -0.25 0.02
C -1.90 0.22 1.92
C 0.96 -0.59 -1.43
C 1.83 -0.02 -2.26
H 0.25 -1.36 -1.69
H -2.44 0.81 2.65
H 0.71 0.74 0.04
H -2.01 1.13 0.13
H -2.69 -0.45 1.54
H 1.97 -0.49 -3.22
H 1.91 -0.43 0.43
H 2.50 0.75 -1.91
H -1.05 -0.24 2.42
H 0.33 -0.78 0.56
*
```

x) ORCA calculation (ωB97M-V/def2-TZVPD) on a 2-piece molecular cluster, C3H10NO overall.

## Properties
HOMO-LUMO gap, eV: 9.557
HOMO level, eV: -13.58

The geometry in ORCA input format:
```
! wB97M-V def2-TZVPD RIJCOSX def2/J DEFGRID3
* xyz 1 1
O -1.32 -0.07 2.00
N -1.24 0.77 -0.61
C 2.04 -0.83 -0.10
C 0.95 0.05 -0.79
C -0.26 -0.11 -1.30
H -0.79 1.70 -0.68
H 1.24 1.12 -0.93
H -2.19 0.98 -0.97
H 2.08 -0.30 0.85
H 2.98 -0.81 -0.75
H -1.26 0.49 0.39
H 1.67 -1.87 -0.12
H -2.14 0.20 2.28
H -0.98 -0.58 2.67
H -0.78 -0.75 -1.95
*
```

Relative stability in eV, measured from the most stable structure: w) 0.000; x) 1.261

w) ORCA calculation (ωB97M-V/def2-TZVPD) on a 2-piece molecular cluster, C5H8O5 overall.

## Properties
SMILES: C=C(O)C(=O)O.CC(=O)O
HOMO-LUMO gap, eV: 10.113
HOMO level, eV: -9.74

The geometry in ORCA input format:
```
! wB97M-V def2-TZVPD RIJCOSX def2/J DEFGRID3
* xyz 0 1
O -2.73 0.42 -1.10
O -0.85 -0.36 1.83
O -0.63 0.98 -1.57
O -0.25 1.79 1.75
O 1.50 -1.29 0.95
C 1.33 0.08 1.08
C -1.13 -1.34 -1.56
C 2.29 0.95 0.73
C 0.04 0.62 1.59
C -1.60 0.07 -1.38
H 2.14 2.02 0.82
H -1.05 1.84 -1.38
H 2.38 -1.45 0.57
H -0.04 -1.39 -1.49
H -1.45 -1.71 -2.53
H -1.66 0.11 2.11
H -1.55 -1.96 -0.76
H 3.25 0.62 0.33
*
```

x) ORCA calculation (ωB97M-V/def2-TZVPD) on one molecule with the formula C5H8O5.

## Properties
SMILES: C=C(O)C(=O)[C@@H](O)C(O)O
HOMO-LUMO gap, eV: 9.254
HOMO level, eV: -9.31

The geometry in ORCA input format:
```
! wB97M-V def2-TZVPD RIJCOSX def2/J DEFGRID3
* xyz 0 1
O -0.28 -1.60 0.19
O -2.75 -0.84 -0.13
O 0.51 1.80 -0.22
O -2.26 1.42 0.06
O 2.22 -1.39 -0.06
C 0.68 0.59 -0.22
C -1.88 0.13 0.41
C 2.06 -0.04 0.02
C -0.52 -0.37 -0.34
C 3.11 0.70 0.21
H -1.80 0.01 1.51
H 3.98 0.19 0.57
H -3.61 -0.80 0.29
H 1.31 -1.72 -0.20
H 3.09 1.80 0.34
H -1.49 1.99 -0.01
H -0.79 -0.42 -1.40
H -0.88 -2.18 -0.34
*
```

Relative stability in eV, measured from the most stable structure: w) 0.000; x) 1.785

w) ORCA calculation (ωB97M-V/def2-TZVPD) on a 6-piece molecular cluster, C2H15NO4S overall.

## Properties
HOMO-LUMO gap, eV: 4.718
HOMO level, eV: -9.69

The geometry in ORCA input format:
```
! wB97M-V def2-TZVPD RIJCOSX def2/J DEFGRID3
* xyz 0 1
S 0.63 -0.39 -0.11
O 4.21 -0.05 -1.04
O 6.75 -0.18 -0.29
O 6.49 2.21 1.15
O 2.98 -2.40 -0.17
N -6.98 0.69 1.02
C -5.54 0.55 0.63
C -5.49 0.15 -0.84
H 5.69 1.82 1.49
H 7.42 -0.51 -0.89
H 2.28 -1.81 0.17
H 5.88 -0.26 -0.73
H -6.34 -0.50 -1.03
H -5.60 1.01 -1.51
H 3.66 0.67 -1.35
H -5.18 1.55 0.86
H 3.67 -0.84 -0.89
H -7.04 0.95 1.99
H -5.09 -0.28 1.18
H -7.34 -0.27 1.02
H 6.96 1.45 0.77
H -4.56 -0.34 -1.11
H 2.51 -3.23 -0.33
*
```

x) ORCA calculation (ωB97M-V/def2-TZVPD) on a 6-piece molecular cluster, C2H15NO4S overall.

## Properties
HOMO-LUMO gap, eV: 6.566
HOMO level, eV: -9.68

The geometry in ORCA input format:
```
! wB97M-V def2-TZVPD RIJCOSX def2/J DEFGRID3
* xyz 0 1
S 0.07 1.47 2.53
O 0.31 -2.79 -2.31
O -0.45 -2.07 1.17
O 0.94 -3.97 0.02
O -0.48 -0.45 -1.04
N -0.23 2.29 -2.03
C -0.87 3.00 0.25
C 0.27 2.68 -0.71
H -0.16 -1.03 -1.76
H -0.64 -1.47 0.42
H 0.51 -4.83 0.15
H 0.72 -3.29 -1.57
H -1.11 2.73 -2.27
H 0.69 -3.06 -3.14
H 0.91 1.89 -0.33
H -0.35 -1.51 1.94
H 0.51 -3.29 0.60
H -0.79 2.39 1.18
H 0.95 3.54 -0.81
H -1.84 2.90 -0.22
H -0.78 4.00 0.65
H 0.43 2.53 -2.76
H -0.56 0.45 -1.39
*
```

Relative stability in eV, measured from the most stable structure: w) 1.289; x) 0.000

w) ORCA calculation (ωB97M-V/def2-TZVPD) on CH5NOS as an isolated structure.

## Properties
HOMO-LUMO gap, eV: 8.716
HOMO level, eV: -8.87

The geometry in ORCA input format:
```
! wB97M-V def2-TZVPD RIJCOSX def2/J DEFGRID3
* xyz 0 1
S 0.34 0.60 1.14
O 1.39 1.55 1.12
N -1.01 1.43 0.38
C 0.52 -1.19 -0.47
H -0.75 1.31 -0.63
H -1.81 0.84 0.51
H 1.12 -1.44 -1.43
H 0.67 -2.06 0.27
H -0.47 -1.03 -0.89
*
```

x) ORCA calculation (ωB97M-V/def2-TZVPD) on a 2-piece molecular cluster, CH5NOS overall.

## Properties
HOMO-LUMO gap (spin up / spin down), eV: 7.818 / 7.589
HOMO level (spin up / spin down), eV: -8.75 / -8.70

The geometry in ORCA input format:
```
! wB97M-V def2-TZVPD RIJCOSX def2/J DEFGRID3
* xyz 0 1
S -0.20 -0.15 0.61
O -1.23 0.04 1.58
N -1.00 -0.64 -0.78
C 0.69 1.16 0.26
H -0.52 -1.52 -1.14
H 0.97 1.82 1.13
H -1.09 -0.05 -1.65
H 1.61 1.26 -0.40
H 0.77 -1.93 0.39
*
```

y) ORCA calculation (ωB97M-V/def2-TZVPD) on a 2-piece molecular cluster, CH5NOS overall.

## Properties
SMILES: NC=O.S
HOMO-LUMO gap, eV: 10.598
HOMO level, eV: -9.73

The geometry in ORCA input format:
```
! wB97M-V def2-TZVPD RIJCOSX def2/J DEFGRID3
* xyz 0 1
S 0.61 5.67 -0.99
O -1.71 -1.83 -0.26
N 0.04 -2.67 0.88
C -0.66 -2.41 -0.27
H -0.11 -2.77 -1.15
H -0.21 5.03 -0.15
H 0.81 -3.32 0.88
H 1.63 4.86 -0.72
H -0.40 -2.56 1.78
*
```

Relative stability in eV, measured from the most stable structure: w) 3.150; x) 5.653; y) 0.000